Below is a molecular structure, C20H34Br9F6N3O7 in a non-equilibrium geometry, with properties calculated with the ωB97M-V functional and the def2-TZVPD basis.

Calculated values
Frontier orbital gap   8.33 eV
Relative energy (zero: lowest compared OMol25 entry of this formula, charge and spin)   0.0 kJ/mol
Net charge   0
Energy   -686781.7663 eV
Spin multiplicity   1
E_HOMO   -8.9 eV

Last column: Löwdin charge in e.
Positions of all 79 atoms, in Å:
C1 -3.3314 0.7795 -2.3668  0.0029
C2 -3.3490 -0.6483 -2.8134  -0.5442
O1 -3.3791 -1.5601 -1.9903  0.0205
N1 -3.2761 -0.8687 -4.1365  0.0057
C3 -3.1525 -2.1697 -4.7627  -0.0516
H1 -4.2200 0.9752 -1.7584  0.0931
H2 -3.5061 1.4966 -3.1725  0.0688
H3 -2.4626 0.9766 -1.7448  0.0760
H4 -3.1432 -0.0354 -4.6823  0.1288
H5 -3.2002 -2.9751 -4.0371  0.0846
H6 -2.1721 -2.1850 -5.2412  0.0872
H7 -3.9614 -2.3075 -5.4792  0.0834
C4 1.1915 -9.4131 1.6052  -0.0030
C5 1.3450 -7.9793 1.1207  -0.5536
O2 0.7488 -7.6064 0.1207  0.0252
N2 2.0234 -7.1333 1.9356  0.0044
C6 2.0903 -5.7096 1.6749  -0.0713
H8 1.6964 -10.0482 0.8815  0.0831
H9 0.1403 -9.6961 1.6307  0.0819
H10 1.5008 -9.4698 2.6504  0.0679
H11 2.2253 -7.5237 2.8382  0.1221
H12 1.2409 -5.2493 2.1802  0.0780
H13 2.0475 -5.5239 0.6053  0.0790
H14 3.0325 -5.2841 2.0173  0.0810
C7 -0.5679 -4.0627 -0.2592  0.0111
C8 -1.1413 -3.3161 0.9198  -0.5505
O3 -1.1243 -3.7973 2.0532  0.0248
N3 -1.8554 -2.2164 0.6319  0.0269
C9 -2.3440 -1.3546 1.6760  -0.0706
H15 -0.8580 -5.1090 -0.2067  0.0866
H16 0.5112 -3.9308 -0.2564  0.0584
H17 -0.9492 -3.6685 -1.2042  0.0735
H18 -2.1532 -2.0363 -0.3133  0.0862
H19 -3.0822 -0.6370 1.3164  0.0841
H20 -1.5395 -0.7185 2.0586  0.0620
H21 -2.7622 -1.8757 2.5339  0.0867
C10 -0.7766 1.8207 0.8177  -0.0618
C11 0.3116 1.3703 1.7744  -0.1949
O4 1.0585 0.2311 1.3030  0.0354
C12 1.7133 -0.5141 2.1547  -0.4100
O5 1.8982 -0.2669 3.3132  0.1652
C13 2.3116 -1.8163 1.5476  -0.5813
F1 1.8914 -2.8481 2.2609  0.1725
F2 1.9050 -2.0382 0.3014  0.1625
F3 3.6284 -1.7980 1.5687  0.0955
H22 -0.3141 2.3953 0.0127  0.0756
H23 -1.5599 2.4145 1.2808  0.0099
H24 -1.2876 0.9729 0.3580  0.0599
H25 -0.1738 1.0507 2.6995  0.1119
H26 1.0105 2.1567 2.0404  0.0717
C14 -2.1979 4.4643 -2.1905  -0.0598
C15 -1.4151 5.6526 -2.7285  -0.2166
O6 -1.1692 6.7004 -1.8093  0.0479
C16 -0.1762 6.5257 -0.9584  -0.4296
O7 0.3664 5.4716 -0.8001  0.1386
C17 0.2859 7.8483 -0.2858  -0.5323
F4 0.8284 7.5422 0.8969  0.1576
F5 1.2731 8.4113 -1.0233  0.1538
F6 -0.7066 8.7289 -0.2108  0.1800
H27 -1.6973 3.9817 -1.3524  0.0524
H28 -2.4111 3.7802 -3.0069  0.0720
H29 -3.1251 4.8558 -1.7613  0.0722
H30 -1.8869 5.9817 -3.6569  0.1268
H31 -0.4963 5.2810 -3.1972  0.1296
C18 6.4561 -0.3365 -0.6245  -1.5782
Br1 8.1872 0.4631 -0.2750  0.5522
Br2 5.1661 0.4925 0.5502  0.5735
Br3 6.5299 -2.2582 -0.3770  0.5792
H32 6.1440 -0.1527 -1.6426  -0.0207
C19 4.5656 4.7903 0.7546  -1.5280
Br4 3.5386 3.5293 1.8669  0.5603
Br5 5.9396 3.7786 -0.2490  0.5039
Br6 5.3245 6.2239 1.8116  0.5771
H33 3.9230 5.1804 -0.0212  -0.0343
C20 -3.5055 4.4198 2.6881  -1.5335
Br7 -2.9608 2.9481 3.7990  0.6212
Br8 -4.6861 3.8957 1.1830  0.5275
Br9 -1.9854 5.3686 1.8811  0.5965
H34 -3.9889 5.1827 3.2808  -0.0304